Computed, not measured: a molecular structure, C7H17AlF2N5O5, with ωB97M-V/def2-TZVPD.

Highest occupied orbital energy   -4.992 eV
Kohn-Sham gap   7.5488 eV
Electronic energy   -37259.614 eV
Charge   -1

Each line ends with the Löwdin charge.
Element x y z (Å)
O 4.495 -1.095 -0.777  0.12
C 4.372 -1.461 -1.903  -0.58
F 5.300 -2.319 -2.419  0.08
N 3.387 -1.175 -2.852  0.05
Al 1.699 -0.739 -1.892  0.33
C 0.144 -1.277 -3.077  -0.29
C -1.145 -1.361 -2.258  -0.30
C -1.320 -0.171 -1.335  -0.33
O -1.444 1.030 -2.105  -0.09
C 3.869 -0.158 -3.676  -0.56
O 4.230 0.952 -3.421  0.13
F 3.882 -0.562 -4.980  0.07
H 1.591 -1.595 -0.526  -0.05
H 1.660 0.841 -1.527  -0.06
H 0.038 -0.594 -3.923  0.04
H 0.399 -2.259 -3.494  0.04
H -2.035 -1.394 -2.905  0.10
H -1.185 -2.275 -1.656  0.10
H -0.478 -0.106 -0.641  0.04
H -2.218 -0.289 -0.716  0.10
H -0.755 1.639 -1.819  0.06
C -0.421 -0.674 2.480  -0.66
O -1.507 -0.914 1.956  -0.02
N 0.285 0.436 2.191  0.18
N 0.129 -1.522 3.408  0.15
H 1.146 0.687 2.635  0.11
H -0.114 1.072 1.528  0.10
H -0.379 -2.357 3.624  0.09
H 1.020 -1.363 3.836  0.09
C -2.585 2.455 3.180  -0.67
O -1.400 2.625 2.954  0.01
N -3.226 1.317 2.788  0.17
N -3.350 3.380 3.851  0.14
H -4.198 1.146 2.957  0.09
H -2.669 0.606 2.323  0.06
H -2.895 4.222 4.146  0.09
H -4.323 3.253 4.046  0.08